Entry a
Density functional theory data (the ωB97M-V functional and the def2-TZVPD basis) for the ion C3H11N2 with charge +1.

Net charge = +1
Kohn-Sham gap = 9.9 eV
Highest occupied orbital energy = -13.60 eV

```
16
Properties=species:S:1:pos:R:3:nbo_charge:R:1
C -0.92881 -0.60500 -1.23105 -0.646
C -0.29833 -0.33798 0.12148 -0.068
N 0.66411 -1.46008 0.41918 -0.678
C 0.45905 1.00104 0.02897 -0.226
N -0.20124 1.92066 0.96329 -0.831
H -0.17721 -0.68529 -2.01674 0.227
H -1.57885 0.22455 -1.51173 0.262
H -1.63190 -1.44273 -1.21525 0.234
H -1.00186 -0.30060 0.93983 0.245
H 0.52539 -2.30574 -0.14767 0.449
H 0.51185 -1.82100 1.36337 0.443
H 1.63930 -1.15145 0.42046 0.444
H 1.50428 0.82983 0.32346 0.162
H 0.44726 1.39868 -0.97721 0.227
H 0.25334 1.85220 1.86428 0.367
H -0.18638 2.88291 0.65535 0.389
```


Entry b
Density functional theory data (the ωB97M-V functional and the def2-TZVPD basis) for the ion C3H11N2 with charge +1.

Net charge = +1
Kohn-Sham gap = 11.7 eV
Highest occupied orbital energy = -14.77 eV

```
16
Properties=species:S:1:pos:R:3:nbo_charge:R:1
C -1.78936 -0.91008 0.07926 -0.421
N -0.79732 0.02609 0.63739 -0.528
C -0.14038 0.92491 -0.38341 -0.221
C 1.21382 0.30677 -0.69170 -0.251
N 1.86662 -0.05614 0.55590 -0.857
H -2.66869 -0.34698 -0.22603 0.236
H -1.33649 -1.39102 -0.79087 0.226
H -2.01260 -1.69512 0.78462 0.242
H 0.06216 -0.45431 1.01301 0.465
H -1.17068 0.51611 1.44196 0.433
H -0.78033 0.94635 -1.26241 0.235
H -0.05399 1.88237 0.09717 0.224
H 1.00884 -0.63266 -1.21560 0.203
H 1.70496 0.94660 -1.42217 0.227
H 2.33985 0.71555 1.00464 0.389
H 2.55359 -0.77842 0.37823 0.399
```


Entry c
Density functional theory data (the ωB97M-V functional and the def2-TZVPD basis) for a cluster of 2 separate species, C3H11N2 in total.

Net charge = +1
Kohn-Sham gap = 5.2 eV
Highest occupied orbital energy = -14.24 eV

```
16
Properties=species:S:1:pos:R:3:nbo_charge:R:1
C -0.83831 -0.10637 -1.20519 -0.253
N -1.87597 -1.09519 -0.76959 -0.734
C 0.41824 -0.35129 -0.31174 -0.289
N 0.66619 0.68829 0.62863 -0.251
C 1.87283 0.77390 1.38957 -0.462
H -0.49865 -0.28026 -2.22311 0.236
H -1.14366 0.93809 -1.13531 0.191
H -2.08064 -0.71903 0.17455 0.314
H -2.67832 -0.93786 -1.37721 0.386
H 0.31313 -1.34159 0.14835 0.265
H 1.27267 -0.43996 -0.99110 0.263
H -0.24453 1.03726 1.05213 0.347
H -1.56913 0.43845 1.21167 0.190
H 1.67674 0.65609 2.46146 0.280
H 2.56384 -0.00809 1.09041 0.244
H 2.29132 1.77925 1.28166 0.275
```


entry b is preferred energetically. Next in line: 0.449 eV higher.


Entry a
Density functional theory data (the ωB97M-V functional and the def2-TZVPD basis) for the ion C3H11N2 with charge +1.

Net charge = +1
Kohn-Sham gap = 10.9 eV
Highest occupied orbital energy = -14.17 eV

```
16
Properties=species:S:1:pos:R:3:nbo_charge:R:1
C 1.64681 -0.73775 -0.49413 -0.411
N 0.30105 -1.05504 0.13099 -0.496
C -0.18100 -0.00064 1.10109 -0.223
C -0.82528 1.18872 0.32583 -0.246
N -1.19380 0.77332 -1.01268 -0.880
H 1.59468 -1.03463 -1.54103 0.244
H 2.38546 -1.37263 -0.03718 0.234
H 1.80626 0.30846 -0.42369 0.233
H 0.46377 -1.90783 0.66721 0.430
H -0.42029 -1.30002 -0.54402 0.451
H -0.96998 -0.43436 1.70532 0.229
H 0.71908 0.21530 1.65911 0.229
H -1.71988 1.45425 0.88211 0.209
H -0.17428 2.05287 0.32085 0.224
H -2.08847 0.30160 -1.08852 0.373
H -1.34412 1.54838 -1.65126 0.399
```


Entry b
Density functional theory data (the ωB97M-V functional and the def2-TZVPD basis) for a cluster of 2 separate species, C3H11N2 in total.

Net charge = +1
Kohn-Sham gap = 11.4 eV
Highest occupied orbital energy = -14.93 eV

```
16
Properties=species:S:1:pos:R:3:nbo_charge:R:1
C -2.17791 0.55737 -0.09074 -0.434
N -1.17320 -0.40991 -0.68609 -0.721
H -1.45551 1.40882 0.35526 0.232
H -2.83209 0.91103 -0.84314 0.235
H -2.80792 0.09641 0.77428 0.245
H -1.68192 -1.16280 -0.35996 0.421
H -0.11908 -0.56873 -0.45236 0.443
H -1.31056 -0.38145 -1.72153 0.425
C 1.43702 -0.34380 1.35126 -0.452
C 1.98212 0.14981 -0.96323 0.033
N 1.30348 -0.59226 -0.13321 -0.470
H 0.47211 -0.34891 1.78773 0.202
H 1.76662 0.67208 1.68400 0.212
H 2.12342 -1.07296 1.76657 0.244
H 1.77346 0.13985 -1.99064 0.195
H 2.69996 0.94547 -0.47821 0.192
```


Entry c
Density functional theory data (the ωB97M-V functional and the def2-TZVPD basis) for a cluster of 2 separate species, C3H11N2 in total.

Net charge = +1
Kohn-Sham gap = 10.7 eV
Highest occupied orbital energy = -14.72 eV

```
16
Properties=species:S:1:pos:R:3:nbo_charge:R:1
C 1.19682 2.18808 -0.60098 -0.652
C -0.10594 2.40000 -0.06117 -0.613
H 1.23721 2.07731 -1.70939 0.234
H 1.97904 2.87387 -0.32238 0.257
H 1.77542 1.34781 -0.06714 0.174
H -0.95245 1.63960 -0.33525 0.155
H -0.48944 3.44174 -0.47251 0.239
H -0.29976 2.47435 0.95944 0.228
N -0.20975 -0.57604 -0.30338 -0.691
C -0.03818 -1.78727 0.22918 0.409
N -0.88493 -2.61110 0.75821 -0.706
H -1.09571 -0.20593 -0.42792 0.417
H 0.55650 0.02149 -0.45426 0.448
H 0.96138 -2.12418 0.47208 0.219
H -0.47775 -3.30935 1.36837 0.442
H -1.84782 -2.73160 0.40297 0.440
```


Entry d
Density functional theory data (the ωB97M-V functional and the def2-TZVPD basis) for a cluster of 2 separate species, C3H11N2 in total.

Net charge = +1
Kohn-Sham gap = 6.2 eV
Highest occupied orbital energy = -13.38 eV

```
16
Properties=species:S:1:pos:R:3:nbo_charge:R:1
N -1.53554 1.17640 0.31729 -0.692
C -0.71114 0.45005 -0.69749 -0.251
C -0.31428 -0.95761 -0.34660 -0.259
N 0.56202 -0.94670 0.83194 -0.634
C 1.85475 -0.32839 0.44855 -0.427
H -1.13846 2.54475 -0.55397 0.534
H -1.06709 1.25962 1.22492 0.439
H -2.42707 0.69599 0.47818 0.444
H 0.12805 1.09450 -0.98650 0.213
H -1.40314 0.33375 -1.54290 0.230
H 0.03469 -1.46816 -1.26468 0.214
H -1.22287 -1.49974 -0.06546 0.214
H 0.68764 -1.89710 1.14404 0.383
H 1.64980 0.71324 0.22615 0.169
H 2.64331 -0.32821 1.21281 0.235
H 2.25934 -0.84240 -0.42627 0.188
```


entry a is preferred energetically. Next in line: 0.684 eV higher.


Entry a
Density functional theory data (the ωB97M-V functional and the def2-TZVPD basis) for a cluster of 2 separate species, C5H13N3O2 in total.

Kohn-Sham gap = 9.6 eV
Highest occupied orbital energy = -9.06 eV

```
23
Properties=species:S:1:pos:R:3:nbo_charge:R:1
H 1.19788 2.36208 1.39574 0.398
N 1.22466 2.08769 0.44077 -0.863
C 1.80608 1.38265 -0.42030 0.601
N 1.31740 1.35360 -1.72835 -0.820
N 2.94206 0.62174 -0.06960 -0.624
C 3.12660 -0.72365 -0.65402 -0.420
H 2.11111 1.45888 -2.37090 0.366
H 0.83552 2.23006 -1.93780 0.399
H 2.91614 0.52309 0.92980 0.375
H 2.88408 -0.70563 -1.71810 0.208
H 2.39320 -1.43331 -0.23553 0.180
H 4.15623 -1.00434 -0.45306 0.207
C -2.98217 -1.93797 1.11655 -0.613
C -1.96319 -0.90973 0.62724 -0.549
C -2.66338 0.32265 0.05216 0.798
O -3.72671 0.36293 -0.47984 -0.567
O -1.87883 1.43927 0.11002 -0.674
H -3.88443 -1.95929 0.49337 0.235
H -3.37967 -1.57438 2.07382 0.205
H -2.66077 -2.97485 1.18984 0.213
H -1.09823 -0.87497 1.28225 0.222
H -1.53637 -1.29657 -0.32174 0.236
H -1.13721 1.25004 0.67771 0.488
```


Entry b
Density functional theory data (the ωB97M-V functional and the def2-TZVPD basis) for a cluster of 2 separate species, C5H13N3O2 in total.

Kohn-Sham gap = 9.9 eV
Highest occupied orbital energy = -9.15 eV

```
23
Properties=species:S:1:pos:R:3:nbo_charge:R:1
H -1.41346 -0.51789 2.42513 0.369
N -0.89312 -0.44623 1.55737 -0.789
C -0.44772 0.68126 1.17916 0.600
N -0.96853 1.88639 1.68839 -0.886
N 0.39007 0.77135 0.05469 -0.632
C 1.55125 1.68121 0.25618 -0.215
C 2.59730 1.17738 1.23781 -0.633
H -1.10009 2.58120 0.97294 0.396
H -0.88281 2.11573 2.65765 0.402
H 0.69819 -0.13484 -0.31444 0.406
H 1.19471 2.67476 0.47385 0.197
H 1.97099 1.67615 -0.73400 0.196
H 3.59380 1.50295 1.00086 0.219
H 2.57780 0.09156 1.20254 0.214
H 2.32153 1.46585 2.24370 0.205
C -1.27783 -2.24535 -2.96430 -0.728
C -1.80796 -2.11188 -1.52638 0.805
O -2.91790 -2.33901 -1.15649 -0.577
O -0.65196 -2.03818 -0.76636 -0.759
H -1.36211 -1.18955 -3.20495 0.233
H -1.92650 -2.88647 -3.51733 0.224
H -0.28791 -2.74266 -2.90368 0.236
H -0.95773 -1.65374 0.13763 0.517
```


Entry c
Density functional theory data (the ωB97M-V functional and the def2-TZVPD basis) for a cluster of 2 separate species, C5H13N3O2 in total.

Kohn-Sham gap = 6.4 eV
Highest occupied orbital energy = -6.97 eV

```
23
Properties=species:S:1:pos:R:3:nbo_charge:R:1
C 1.16637 -1.75783 0.00588 -0.505
C 1.61002 -1.42812 1.43728 -0.641
C 1.49538 -3.25589 -0.40033 0.771
O 2.33011 -3.85645 0.28032 -0.738
O 0.81119 -3.60772 -1.38632 -0.788
H 0.10416 -1.61845 -0.18249 0.108
H 1.78385 -1.24669 -0.73934 0.207
H 2.59558 -1.88873 1.49069 0.267
H 0.91008 -1.86464 2.14942 0.197
H 1.73452 -0.36314 1.63553 0.162
C -1.29000 3.38412 -0.08039 -0.417
C -1.12202 0.95301 -0.48808 0.687
N -1.16849 2.19451 -0.95238 -0.554
N -1.11834 0.69150 0.82454 -0.774
N -1.15245 -0.05720 -1.36047 -0.737
H -1.36913 2.40607 -1.91180 0.418
H -0.55400 1.25062 1.44710 0.416
H -0.97585 -0.23257 1.10453 0.425
H -0.89566 0.20475 -2.29797 0.409
H -0.73653 -0.88943 -0.99135 0.431
H -2.28989 3.76534 -0.29827 0.217
H -0.55859 4.16943 -0.23157 0.228
H -1.31030 3.04751 0.94546 0.213
```


entry b is preferred energetically. Next in line: 0.446 eV higher.


Entry a
Density functional theory data (the ωB97M-V functional and the def2-TZVPD basis) for a cluster of 5 separate species, H10O5 in total.

Kohn-Sham gap = 10.5 eV
Highest occupied orbital energy = -10.37 eV

```
15
Properties=species:S:1:pos:R:3:nbo_charge:R:1
O -0.45834 -2.15866 -0.82168 -0.952
H 0.16936 -1.62518 -0.32130 0.473
H -0.88093 -2.71103 -0.15438 0.463
O 0.03971 0.06931 -0.01857 -0.944
H 0.31459 0.79044 0.55884 0.485
H 0.72414 0.03779 -0.69648 0.484
O -3.83110 0.20138 0.37010 -0.939
H -4.52706 0.72703 -0.04018 0.464
H -3.04465 0.40905 -0.14697 0.475
O 2.60301 -1.27248 0.42713 -0.944
H 2.80936 -1.53431 1.33148 0.470
H 1.86701 -0.65761 0.52314 0.461
O 1.42004 2.18704 -0.41229 -0.957
H 0.63863 2.73446 -0.27548 0.477
H 2.15622 2.80276 -0.32336 0.484
```


Entry b
Density functional theory data (the ωB97M-V functional and the def2-TZVPD basis) for a cluster of 5 separate species, H10O5 in total.

Kohn-Sham gap = 11.2 eV
Highest occupied orbital energy = -11.13 eV

```
15
Properties=species:S:1:pos:R:3:nbo_charge:R:1
O -1.23593 0.10777 -1.28208 -0.952
H -1.28810 0.27287 -2.22349 0.472
H -0.90078 0.92503 -0.91331 0.480
O 2.54048 1.93071 2.51705 -0.935
H 2.97032 2.78074 2.42257 0.462
H 1.87761 1.91892 1.82661 0.472
O 0.96973 3.14028 -0.50574 -0.947
H 1.92199 3.22315 -0.55641 0.473
H 0.67611 3.97094 -0.13155 0.474
O -0.57062 -4.52900 -1.64647 -0.934
H -1.00726 -4.79392 -2.45603 0.465
H -0.68351 -3.57908 -1.61267 0.469
O -2.12104 -1.90631 1.59893 -0.941
H -1.79151 -1.52005 0.78749 0.475
H -1.35749 -1.94208 2.17508 0.465
```


Entry c
Density functional theory data (the ωB97M-V functional and the def2-TZVPD basis) for a cluster of 5 separate species, H10O5 in total.

Kohn-Sham gap = 10.8 eV
Highest occupied orbital energy = -10.42 eV

```
15
Properties=species:S:1:pos:R:3:nbo_charge:R:1
O -20.68492 13.90312 13.19220 -0.959
H -20.11065 13.56524 12.47102 0.496
H -21.55995 13.55244 13.00784 0.447
O -21.68615 12.10231 10.17282 -0.948
H -21.81424 12.10396 11.12802 0.475
H -22.57630 12.13034 9.80499 0.484
O -17.66021 15.52453 9.62097 -0.960
H -17.05487 15.69467 8.89046 0.489
H -17.36755 16.11495 10.32680 0.481
O -19.41472 13.60776 10.71904 -1.004
H -19.20203 14.44721 10.27235 0.504
H -20.11999 13.20744 10.17421 0.502
O -16.92984 12.56608 10.23195 -0.959
H -17.79960 12.33486 10.56529 0.485
H -16.83488 13.49243 10.46104 0.468
```


entry c is preferred energetically. Next in line: 0.330 eV higher.


Entry a
Density functional theory data (the ωB97M-V functional and the def2-TZVPD basis) for a cluster of 5 separate species, H10O5 in total.

Kohn-Sham gap = 11.2 eV
Highest occupied orbital energy = -10.80 eV

```
15
Properties=species:S:1:pos:R:3:nbo_charge:R:1
O 0.05931 2.90699 -0.24442 -0.939
H -0.61448 2.85149 0.43318 0.468
H 0.82662 2.48790 0.14524 0.472
O -1.83063 0.29162 -0.38209 -0.946
H -2.52599 0.32325 0.27495 0.481
H -2.13222 -0.35542 -1.01975 0.481
O 0.58317 -0.10704 0.60215 -0.998
H 1.17760 -0.40321 -0.08717 0.480
H -0.09275 0.38839 0.13966 0.499
O 1.78569 -0.51834 -2.04127 -0.940
H 2.21567 -1.36879 -2.13118 0.474
H 2.50441 0.10257 -1.92234 0.476
O -0.83524 -1.97366 2.33824 -0.957
H -0.85582 -2.92850 2.27423 0.456
H -0.26534 -1.69725 1.62057 0.493
```


Entry b
Density functional theory data (the ωB97M-V functional and the def2-TZVPD basis) for a structure of composition H10O5.

Kohn-Sham gap = 9.3 eV
Highest occupied orbital energy = -9.76 eV

```
15
Properties=species:S:1:pos:R:3:nbo_charge:R:1
O -0.78100 -0.43890 -1.65112 -0.987
H 0.08777 -0.39405 -2.05044 0.451
H -0.63311 -0.22455 -0.73003 0.452
O 1.70346 -0.39432 -0.33409 -0.849
H 2.09944 0.36727 0.08947 0.502
H 2.39392 -1.05725 -0.32994 0.511
O -1.19122 -2.40329 0.46732 -0.968
H -1.70972 -2.09876 -0.27743 0.467
H -0.47564 -1.77127 0.53600 0.459
O -0.14126 -0.38894 0.59242 -0.950
H -0.13580 0.53633 0.83752 0.466
H 0.70104 -0.52746 0.15932 0.440
O -0.39729 3.19432 1.05520 -0.931
H -1.29497 2.99162 1.31844 0.477
H -0.22564 2.60919 0.31737 0.457
```


Entry c
Density functional theory data (the ωB97M-V functional and the def2-TZVPD basis) for a cluster of 5 separate species, H10O5 in total.

Kohn-Sham gap = 12.2 eV
Highest occupied orbital energy = -11.41 eV

```
15
Properties=species:S:1:pos:R:3:nbo_charge:R:1
O 1.79452 -0.93431 -1.40303 -0.977
H 2.38222 -1.41708 -0.81103 0.474
H 0.93278 -1.38738 -1.27112 0.514
O -0.56846 -1.91510 -0.54512 -1.005
H -1.28265 -2.06336 -1.17784 0.477
H -1.02002 -1.52407 0.26043 0.516
O -1.82624 -0.57756 1.48531 -0.989
H -1.49278 -0.81601 2.35841 0.475
H -1.45296 0.32158 1.28818 0.510
O -0.90789 1.88492 0.91378 -0.980
H -1.52389 2.28851 0.28940 0.477
H -0.06591 1.82566 0.41111 0.514
O 1.33942 1.64038 -0.60859 -0.998
H 2.19786 1.97864 -0.30475 0.478
H 1.49402 0.69521 -0.88513 0.515
```


entry c is preferred energetically. Next in line: 0.965 eV higher.